Formula: C6H14O
Source: OMol25
Level of theory: ωB97M-V with the def2-TZVPD basis set

The frontier orbital gap is 11.0240 eV. The calculation puts the total energy at -8494.6461 eV.

Cartesian coordinates (Å):
C  -0.26  2.19  -1.19
C  -0.27  1.29  0.09
C  -0.62  -0.19  -0.12
C  -2.00  -0.63  0.54
C  0.35  -1.24  0.45
C  1.75  -1.10  -0.07
O  2.60  -2.15  0.44
H  0.65  1.73  -1.86
H  -1.12  2.49  -1.79
H  0.15  3.16  -0.69
H  -1.03  1.72  0.69
H  0.70  1.34  0.45
H  -0.71  -0.18  -1.30
H  -1.93  -0.52  1.55
H  -2.68  0.11  0.22
H  -2.39  -1.58  0.28
H  0.45  -0.96  1.53
H  -0.02  -2.31  0.46
H  2.02  -0.08  0.15
H  1.87  -1.19  -1.20
H  2.51  -1.89  1.38